C28H19I2N2Pt | ωB97M-V/def2-TZVPD

Computed properties:
Highest occupied orbital energy (spin up / spin down): -2.99 / -3.99 eV
DFT total energy: -1902.52467 Ha
Total charge: -1
Multiplicity: 3
Energy above the lowest of the compared OMol25 structures with the same formula, charge and spin: 0.0 kJ/mol
Lowest unoccupied orbital energy (spin up / spin down): 1.96 / 1.96 eV

Last column: Mulliken charge in e.
CARTESIAN COORDINATES (ANGSTROEM)
Pt 0.0805 -0.2697 0.2540  0.4284
I 0.8346 -1.9379 2.5746  -0.1374
C -0.5735 -3.2812 1.8023  0.1938
C -0.7701 -4.4057 2.5529  -0.6677
C -1.7035 -5.3773 2.1357  -0.4395
C -2.3889 -5.1901 0.9757  -0.8355
C -2.1920 -4.0310 0.1819  1.1084
C -2.9178 -3.8843 -1.0243  -0.8525
C -2.7423 -2.7635 -1.7814  -0.7923
C -1.8599 -1.7497 -1.3667  -0.5111
C -1.1028 -1.8215 -0.2082  -0.5857
C -1.2762 -3.0150 0.5872  0.8786
H -0.2094 -4.5534 3.4658  0.3346
H -1.8644 -6.2620 2.7394  0.3628
H -3.1079 -5.9267 0.6342  0.3071
H -3.6109 -4.6643 -1.3180  0.3029
H -3.2953 -2.6392 -2.7065  0.3609
H -1.7814 -0.8551 -1.9725  0.3915
C -1.0849 1.2923 0.6021  -2.0302
C -1.7961 2.2187 1.0195  1.4166
C -2.6252 3.2415 1.4311  -0.3000
C -2.0489 4.5700 1.6729  0.3940
C -2.7735 5.7623 1.5292  -0.1495
C -2.1737 6.9974 1.7211  -0.6391
C -0.8304 7.0875 2.0611  -0.4263
C -0.0916 5.9162 2.1884  -0.5061
C -0.6860 4.6827 1.9929  -0.6518
C -4.0574 2.9649 1.6116  0.4146
C -4.8561 3.6548 2.5339  -0.1362
C -6.1950 3.3370 2.7049  -0.6356
C -6.7778 2.3164 1.9660  -0.4217
C -5.9925 1.6037 1.0666  -0.5063
C -4.6554 1.9164 0.8968  -0.7029
H -3.8120 5.7232 1.2297  0.5240
H -2.7617 7.8986 1.5912  0.3624
H -0.3631 8.0525 2.2125  0.3577
H 0.9609 5.9620 2.4431  0.3594
H -0.1086 3.7709 2.0808  0.4054
H -4.4123 4.4255 3.1498  0.5280
H -6.7810 3.8841 3.4343  0.3622
H -7.8241 2.0700 2.0987  0.3565
H -6.4218 0.7902 0.4940  0.3762
H -4.0386 1.3471 0.2124  0.4609
I 5.7151 1.0820 -2.7054  0.0970
C 4.3257 0.3744 -1.3754  -0.4147
C 4.4110 -0.7761 -0.6246  -0.2340
N 3.2810 -0.8336 0.0995  0.2641
N 2.4670 0.1992 -0.1373  -0.4091
C 3.0879 0.9504 -1.0285  -0.3447
H 5.1708 -1.5358 -0.5646  0.4429
H 2.9518 -1.5448 0.7388  0.0722
H 2.6231 1.8537 -1.3868  0.4668